C2H2Cl2O2S | ωB97M-V/def2-TZVPD

Element x y z (Å)
C 0.292 -0.351 0.763
C 1.590 2.167 1.044
O 1.574 2.606 -0.019
O -1.472 1.514 0.585
S -1.297 0.248 1.303
Cl 1.887 2.290 2.600
Cl -0.789 0.594 3.285
H 0.791 -0.910 1.463
H 0.492 -0.740 -0.292

max |F|	0.080	Eh/bohr
energy relative to the best compared isomer or geometry (same formula, charge and spin)	1.345	eV
orbital gap (alpha / beta)	7.1 / 8.3	eV
2S+1	3
E_LUMO (alpha / beta)	0.0 / -1.8	eV